C18H49BBrFO17S6Si | wB97M-V/def2-TZVPD

SMILES: CCSC[Si@@](F)(Br)B(O)O.CCOS(C)(=O)=O.CCOS(C)(=O)=O.CCOS(C)(=O)=O.CCOS(C)(=O)=O.CCOS(C)(=O)=O
DFT total energy: -200596.411 eV

```
94
Properties=species:S:1:pos:R:3:forces:R:3
C -4.211837 0.569627 -5.402057 -0.49 -0.19 -1.07
C -2.973112 1.218538 -6.126681 -0.70 -1.07 -0.13
S -1.718342 1.997720 -5.024667 -0.06 0.33 -0.27
C -2.423825 2.300422 -3.343982 0.02 0.22 0.17
Si -1.729484 0.969573 -2.170713 1.74 -0.32 -1.79
F -1.305698 -0.447654 -3.012193 -0.76 1.99 1.41
Br 0.232220 1.845717 -1.343377 -0.75 -0.48 -0.40
B -2.830908 0.596755 -0.599502 -1.20 -0.96 2.49
O -3.595648 1.625625 0.020603 0.30 -1.77 -1.60
O -2.907905 -0.716753 -0.045551 0.59 2.11 -0.65
H -5.042106 0.532281 -6.166223 0.73 0.04 0.79
H -4.617007 1.154219 -4.544321 0.47 -0.49 -0.61
H -4.035081 -0.506059 -5.127132 0.06 1.20 0.07
H -2.441659 0.377077 -6.655056 -0.31 0.90 0.61
H -3.303146 1.906220 -6.954168 0.32 -0.29 1.17
H -3.532015 2.427876 -3.304114 0.86 -0.24 -0.13
H -1.988292 3.281183 -2.995552 -0.41 -0.93 -0.44
H -4.450361 1.200696 0.210300 0.20 0.29 0.57
H -2.042045 -1.128306 -0.199916 -0.47 -0.41 -0.14
C 2.758645 -0.647140 -3.384062 0.11 0.20 -0.20
C 3.478394 -0.716058 -2.049500 -1.03 0.04 -0.12
O 4.904288 -0.684711 -2.200484 0.71 0.49 -0.04
S 5.602646 0.720717 -2.562810 0.07 -0.81 0.05
C 7.272931 0.216512 -2.276907 -0.01 -0.10 0.08
O 5.231589 1.694698 -1.572649 -0.11 -0.06 -0.45
O 5.440276 0.974539 -3.967288 -0.07 0.25 0.55
H 2.916371 0.317968 -3.867535 -0.05 -0.03 0.05
H 1.683840 -0.782721 -3.249637 0.05 -0.03 0.09
H 3.132842 -1.413843 -4.065448 -0.04 -0.04 0.09
H 3.148244 0.084021 -1.381640 0.17 0.03 -0.04
H 3.237362 -1.662288 -1.562135 0.38 0.02 0.05
H 7.398461 -0.013066 -1.220793 -0.05 0.01 -0.05
H 7.920213 1.044451 -2.562443 -0.13 0.03 -0.02
H 7.488107 -0.652907 -2.894834 -0.06 0.05 0.01
C -2.836654 -0.798958 4.006737 0.05 -0.29 0.02
C -1.714908 -0.017131 3.349380 -0.99 0.04 -0.27
O -0.444086 -0.283055 3.956627 0.69 -0.51 -0.04
S 0.270781 -1.687535 3.630244 0.20 0.77 0.65
C 1.849187 -1.302337 4.326537 0.00 0.09 -0.02
O 0.413095 -1.816430 2.203674 -0.36 -0.27 0.24
O -0.332966 -2.718424 4.428214 0.10 0.10 -0.65
H -2.720169 -1.870580 3.839414 -0.03 0.05 -0.02
H -3.804872 -0.500215 3.601632 0.06 0.07 0.01
H -2.837255 -0.639643 5.086737 -0.03 0.08 -0.06
H -1.673644 -0.216231 2.275958 0.14 -0.05 0.09
H -1.905924 1.049952 3.472922 0.38 -0.03 0.07
H 2.303592 -0.497821 3.752026 -0.06 -0.04 0.01
H 2.463644 -2.200604 4.268601 -0.10 -0.02 -0.08
H 1.712569 -1.012302 5.366321 -0.06 -0.02 -0.06
C 6.389032 -6.467785 0.202988 -0.12 -0.15 0.24
C 5.932017 -5.042798 -0.051797 0.86 -0.28 0.02
O 4.508712 -4.913297 0.024582 -0.53 0.17 0.40
S 3.816748 -4.933293 1.481471 -0.38 -0.02 -0.64
C 2.208783 -4.408037 0.972556 0.06 0.02 -0.14
O 4.411365 -3.905281 2.291960 0.07 -0.47 -0.02
O 3.730243 -6.293909 1.934800 0.26 0.53 0.13
H 6.185368 -6.769355 1.231245 0.03 0.03 -0.05
H 7.462523 -6.564752 0.031066 -0.04 0.09 -0.07
H 5.858652 -7.164276 -0.448854 0.07 0.07 -0.04
H 6.416686 -4.343704 0.635016 -0.19 0.00 0.05
H 6.217853 -4.750815 -1.063558 -0.34 0.11 0.02
H 2.271055 -3.390338 0.593356 0.00 -0.03 0.07
H 1.556343 -4.444078 1.843814 0.11 0.01 0.03
H 1.840864 -5.088555 0.207101 0.08 -0.01 0.05
C -8.697547 -2.757352 4.696859 0.31 0.08 0.04
C -9.352690 -2.193739 3.449011 -0.10 -0.93 0.31
O -8.994960 -0.824508 3.225450 0.51 0.50 -0.35
S -7.519803 -0.504198 2.663126 -0.57 0.35 0.26
C -7.793836 1.201448 2.284597 -0.16 0.00 0.01
O -7.319024 -1.225456 1.437369 0.16 -0.03 0.48
O -6.580766 -0.577868 3.748983 -0.13 -0.21 -0.56
H -7.614701 -2.818672 4.580558 -0.06 -0.02 -0.01
H -9.069772 -3.761357 4.907284 -0.09 0.06 -0.06
H -8.894062 -2.115912 5.557869 -0.08 -0.06 -0.04
H -9.115050 -2.798998 2.570337 0.09 0.18 -0.03
H -10.436392 -2.216526 3.572287 0.06 0.33 -0.13
H -8.531077 1.274059 1.487760 0.02 -0.05 0.05
H -6.844152 1.623746 1.959405 0.01 -0.11 0.05
H -8.137295 1.710361 3.182948 0.03 -0.06 -0.02
C 4.457930 4.971661 -2.517839 -0.21 0.12 -0.19
C 4.288716 4.962278 -1.009907 0.32 -0.80 -0.56
O 3.750853 6.200195 -0.520012 -0.68 0.47 0.20
S 2.184046 6.492551 -0.751138 0.67 0.21 0.18
C 2.059311 7.899464 0.312638 0.12 0.00 0.08
O 1.422878 5.411919 -0.189630 0.09 0.15 -0.43
O 1.985947 6.931545 -2.104763 -0.18 -0.36 0.41
H 3.492127 5.018516 -3.022971 0.04 -0.03 0.03
H 4.968155 4.067624 -2.852649 0.00 0.01 0.15
H 5.031328 5.845106 -2.835369 0.03 -0.05 0.06
H 3.668851 4.121885 -0.687988 -0.08 0.16 0.04
H 5.265877 4.839519 -0.540860 -0.16 0.25 0.19
H 2.242932 7.586209 1.338191 0.01 -0.02 -0.07
H 1.050488 8.297628 0.214815 0.02 -0.12 -0.08
H 2.785098 8.645531 -0.004663 -0.02 -0.07 -0.02
```
Positions in Å, forces in eV/Å.

---

C18H50Ba2O16 | wB97M-V/def2-TZVPD

DFT total energy: -53595.978 eV
relative energy (zero: lowest compared OMol25 entry of this formula, charge and spin): 1384.9 kJ/mol
net charge: +2

```
86
Properties=species:S:1:pos:R:3:forces:R:3
Ba -3.580487 3.685102 -3.282890 0.89 -0.29 0.86
Ba 4.075543 -6.575789 0.422835 -0.85 1.00 -0.01
C -0.758025 -1.798003 -0.336258 2.43 -4.13 0.53
C 0.458643 -2.564612 -0.481280 -0.12 0.22 -0.34
C 1.761595 -1.765665 -1.000806 0.09 0.57 -0.24
O 2.829739 -2.400837 -1.073709 -0.29 0.08 0.18
C 1.595150 -0.357381 -1.381087 1.33 -4.43 1.01
C 0.391626 0.230783 -1.184895 0.68 3.40 -1.98
C -0.803157 -0.501974 -0.644905 -3.24 3.60 0.47
O -1.910741 0.128521 -0.439622 1.35 0.17 -0.83
O 0.418528 1.450734 -1.613058 -2.31 -0.55 0.87
O 0.558116 -3.798488 -0.294013 0.18 0.76 0.11
H -1.604613 -2.328055 0.074512 -0.20 0.17 -0.10
H 2.396174 0.208187 -1.833742 0.09 -0.14 0.13
C -2.124404 5.032783 1.929646 0.03 1.12 0.46
O -2.638561 5.540328 0.674650 0.11 -0.80 -0.19
H -1.477434 5.797148 2.360099 0.25 -0.05 -0.01
H -2.929950 4.919048 2.655080 -0.13 -0.41 -0.14
H -1.525279 4.126565 1.840598 -0.39 0.03 -0.53
H -2.876577 6.460089 0.812485 0.05 0.00 0.10
C 2.151829 -6.180888 5.578770 -0.61 0.74 1.36
O 1.793547 -6.205554 4.239977 0.37 -0.80 -2.26
H 1.273544 -6.438114 6.170842 0.12 0.03 0.37
H 2.937099 -6.886326 5.850460 0.06 0.01 -0.50
H 2.450886 -5.157375 5.804766 0.25 -0.08 0.56
H 0.930039 -5.807014 4.109141 -0.08 0.10 0.19
C 6.693111 0.803021 0.621653 0.27 0.60 0.13
O 7.003474 -0.178927 -0.337408 0.04 -0.54 -0.03
H 5.712909 1.218206 0.387290 -0.01 0.30 0.33
H 6.738926 0.433009 1.645900 -0.27 -0.23 0.11
H 7.461694 1.574731 0.578518 -0.14 0.10 -0.24
H 6.231854 -0.750008 -0.346367 0.03 -0.22 -0.33
C 3.905380 6.287508 -0.853302 -0.29 0.08 0.43
O 2.895571 5.755767 -0.000459 -0.04 0.16 0.12
H 4.420201 7.072111 -0.298817 0.01 -0.15 0.08
H 4.619311 5.507250 -1.117125 0.08 0.13 -0.30
H 3.449013 6.770654 -1.717245 0.18 -0.16 -0.32
H 2.427111 5.063917 -0.473213 0.05 -0.11 -0.01
C -2.554132 -8.409030 0.129836 0.66 -0.56 1.33
O -2.617144 -7.277246 -0.638824 -0.19 1.60 -1.61
H -3.228221 -8.304395 0.979988 -0.35 -0.52 -0.01
H -2.730733 -9.299737 -0.473111 -0.26 0.05 0.14
H -1.560543 -8.481923 0.572079 0.26 -0.44 0.10
H -1.934104 -6.647620 -0.396666 -0.12 -0.01 0.06
C -6.010019 -3.588623 -1.682544 0.75 -0.14 0.55
O -5.616808 -4.753683 -2.426465 -0.77 0.74 0.10
H -5.990525 -3.820818 -0.617742 -0.04 0.05 0.17
H -5.291248 -2.785947 -1.847410 0.07 0.19 -0.05
H -7.002599 -3.179670 -1.871369 -0.05 -0.64 -0.65
H -4.840943 -5.082748 -1.966737 0.07 -0.22 -0.10
C 5.743224 -1.507018 -5.977899 -0.24 -0.05 0.36
O 6.037203 -0.700973 -7.083705 -0.19 0.36 -0.65
H 4.767440 -1.238254 -5.573284 0.11 0.45 0.02
H 5.610975 -2.555529 -6.244765 0.49 -0.28 -0.02
H 6.515079 -1.335437 -5.227636 -0.15 -0.47 0.37
H 6.955479 -0.840520 -7.326377 -0.01 0.00 -0.06
C -7.812190 3.363068 1.695367 -0.03 -0.12 -0.04
O -8.948175 3.176569 0.844928 0.63 0.51 0.24
H -7.008798 2.736941 1.307243 -0.21 -0.43 0.35
H -7.362759 4.355594 1.726893 -0.44 0.55 -0.41
H -8.088618 3.157651 2.729529 0.33 -0.49 0.01
H -9.688754 3.571818 1.310675 -0.23 -0.01 -0.17
C -0.655702 7.960821 -3.539071 1.40 0.26 -0.31
O -2.019965 7.725543 -3.672512 -1.49 -0.93 -0.13
H -0.454085 8.608988 -2.686231 0.23 -0.06 -0.03
H -0.116516 7.017807 -3.449019 -0.27 -0.13 0.47
H -0.225905 8.370625 -4.453092 -0.07 0.45 0.00
H -2.470052 8.525741 -3.953078 0.09 0.10 0.02
C 6.934063 3.770368 -4.294134 0.16 -0.38 -0.86
O 7.966461 4.753505 -4.114110 -0.84 -0.63 -0.04
H 5.908155 4.135293 -4.343749 -0.01 0.63 0.64
H 7.024123 3.330493 -5.287366 0.56 0.10 -0.13
H 6.980344 2.913869 -3.621550 0.16 0.23 0.37
H 8.144952 4.835090 -3.174383 -0.04 0.04 0.03
C -3.147154 -5.653326 5.209463 -0.51 0.83 -0.57
O -2.380860 -4.657951 4.485117 0.16 -0.75 0.82
H -2.482367 -6.357764 5.709367 0.10 0.01 -0.50
H -3.801506 -5.264389 5.989621 0.26 0.57 0.17
H -3.852229 -6.105866 4.512201 0.29 -0.62 -0.04
H -2.933623 -3.914126 4.234555 -0.22 -0.02 0.10
C -3.502476 0.324928 4.913475 0.85 0.18 0.54
O -3.800373 -0.566946 3.900016 -1.11 -1.32 -0.95
H -4.272354 1.047685 5.183671 -0.22 0.25 -0.53
H -3.385704 -0.273471 5.817005 0.37 0.05 0.04
H -2.565257 0.801282 4.625727 0.08 0.47 0.69
H -3.586444 -0.251119 3.019053 0.08 0.30 0.17
```
Positions in Å, forces in eV/Å.

---

C18H50N2O7 | wB97M-V/def2-TZVPD

SMILES: CC1(C)CCCC(C)(C)N1O.COC[C@H](C)N.CO.CO.CO.CO.CO
DFT total energy: -36785.103 eV
relative energy (zero: lowest compared OMol25 entry of this formula, charge and spin): 174.4 kJ/mol

```
77
Properties=species:S:1:pos:R:3:forces:R:3
C 2.660414 -0.946540 4.478249 -0.67 0.63 0.67
C 3.302367 0.170150 3.639839 -0.22 -0.59 0.81
C 3.517615 1.368723 4.551397 0.50 0.87 0.12
C 4.635424 -0.411218 3.186275 0.70 0.89 -0.31
C 5.297715 0.448867 2.124653 -0.31 -0.95 -1.26
C 4.306719 0.572613 0.960408 0.57 0.18 -0.32
C 2.973226 1.190049 1.320567 -0.10 0.72 0.33
C 3.159342 2.715006 1.553614 -1.05 -0.34 0.06
C 1.989606 0.983957 0.182604 0.06 0.60 -0.65
N 2.462300 0.465094 2.488618 -0.67 -0.82 -0.35
O 1.196350 1.021836 2.909626 0.67 -0.15 0.04
H 1.827076 -0.529208 5.062189 0.01 -0.18 -0.22
H 2.289185 -1.792963 3.903590 0.18 0.01 -0.21
H 3.377333 -1.285021 5.227578 0.08 -0.14 -0.11
H 4.322761 1.214921 5.278056 -0.17 -0.26 -0.02
H 3.824454 2.232805 3.966031 0.05 0.08 -0.02
H 2.629188 1.680416 5.099036 -0.14 -0.22 -0.10
H 5.293724 -0.439648 4.055238 -0.13 -0.39 0.12
H 4.500955 -1.409310 2.774690 -0.09 -0.16 0.11
H 5.699779 1.386036 2.498946 -0.14 0.17 0.02
H 6.100169 -0.106303 1.623413 0.40 0.15 0.66
H 4.164371 -0.428262 0.533952 -0.15 0.01 0.18
H 4.780280 1.144464 0.153477 -0.26 0.14 0.04
H 4.143455 2.962303 1.931201 0.11 0.17 0.01
H 2.382035 3.039355 2.250730 0.23 0.09 0.14
H 2.931522 3.253402 0.633325 0.43 0.04 -0.09
H 2.318604 1.568997 -0.685692 0.28 -0.39 -0.02
H 1.010525 1.410671 0.371471 -0.25 -0.19 0.48
H 1.916652 -0.063442 -0.092121 -0.09 -0.05 0.00
H 0.608622 0.255316 2.897003 0.10 0.14 -0.11
C -0.928864 -2.196400 -3.224050 0.18 0.35 -0.67
O -0.460329 -3.109118 -2.254667 -0.42 0.61 0.63
C 0.698275 -3.805256 -2.558611 0.34 -1.34 -0.77
C 1.973433 -3.034855 -2.887186 0.62 -0.57 0.38
C 3.029073 -4.100338 -3.202263 -0.05 -0.49 0.86
N 2.446980 -2.209354 -1.761551 -0.13 0.10 -0.14
H -0.344524 -2.252214 -4.153989 -0.03 -0.03 0.17
H -0.860000 -1.161985 -2.859739 0.08 -0.18 0.06
H -1.968901 -2.379749 -3.497042 -0.03 -0.21 0.29
H 0.931726 -4.467145 -1.716614 -0.15 0.36 0.27
H 0.497204 -4.542077 -3.367266 0.04 0.45 -0.13
H 1.880083 -2.469599 -3.822601 -0.23 0.41 0.40
H 3.117641 -4.814197 -2.362687 -0.33 0.12 -0.16
H 4.045595 -3.713957 -3.272977 -0.16 0.31 -0.56
H 2.710719 -4.678059 -4.069772 0.39 0.10 -0.15
H 1.692623 -1.950199 -1.131546 -0.14 0.02 -0.32
H 3.086519 -2.747301 -1.186116 0.03 -0.04 -0.13
C -6.905281 0.481549 0.091861 0.99 -0.64 1.17
O -6.475543 1.826484 0.109464 -0.44 0.20 -0.03
H -7.168166 0.165847 1.115614 -0.27 0.11 -0.21
H -7.749826 0.279391 -0.559328 -0.02 0.35 -0.24
H -6.063731 -0.179991 -0.158115 -0.26 0.02 -0.38
H -5.511869 1.843544 0.076372 -0.13 0.04 -0.43
C -1.896522 3.390469 -4.146072 0.48 -0.41 -0.43
O -2.633050 2.161386 -4.004120 0.12 0.80 0.35
H -2.282392 4.162580 -3.486987 -0.31 -0.20 0.12
H -0.836409 3.238791 -3.900561 -0.19 -0.02 0.00
H -1.944576 3.763324 -5.174069 -0.10 0.00 0.12
H -2.536084 1.655294 -4.812375 0.06 -0.04 -0.05
C -4.735307 -0.508127 -3.566703 0.80 -1.22 0.20
O -4.336202 -1.855292 -3.934481 -0.09 0.43 0.00
H -3.941928 0.197894 -3.817106 -0.36 0.15 -0.36
H -5.703934 -0.312034 -4.015734 -0.03 0.52 0.16
H -4.757019 -0.508611 -2.479955 -0.44 0.08 0.00
H -4.528461 -1.967171 -4.868985 0.04 -0.05 0.00
C -3.938429 1.489155 3.685139 0.23 -0.13 -0.83
O -3.615001 0.094057 3.661228 -0.28 0.28 0.01
H -3.116758 2.067516 3.241775 0.06 0.10 0.52
H -4.766934 1.672707 2.995514 -0.15 -0.36 0.23
H -4.225689 1.837645 4.675329 0.14 0.08 0.05
H -2.965440 -0.080074 4.347943 -0.02 0.05 -0.02
C -3.013031 0.974170 -0.112255 1.62 0.18 -1.50
O -3.883752 1.612318 -1.039876 -0.96 -0.14 0.79
H -2.531949 0.110137 -0.596531 -0.39 -0.20 0.31
H -2.164059 1.628036 0.095389 -0.07 0.19 0.47
H -3.495219 0.682115 0.812109 -0.42 0.07 -0.08
H -3.446448 2.035599 -1.783757 0.41 -0.27 0.05
```
Positions in Å, forces in eV/Å.